Record 1
DFT (ωB97M-V/def2-TZVPD) results for a structure of composition C3H6NO2 at a distorted geometry.

Each line ends with the natural charge from an NBO analysis.
CARTESIAN COORDINATES (ANGSTROEM)
O (-1.044, 1.393, -0.073)  -0.7138
C (-0.095, 0.711, 0.440)  0.6447
N (-0.130, -0.625, 0.688)  -0.7971
C (-1.124, -1.649, -0.563)  0.1723
O (-0.861, -2.981, -0.597)  -0.8285
C (1.208, 1.490, 0.384)  -0.7268
H (0.648, -1.243, 0.398)  0.3752
H (-2.046, -1.108, -0.188)  0.1380
H (-0.719, -1.134, -1.556)  0.0830
H (0.763, 2.472, 0.181)  0.2311
H (1.681, 1.125, -0.504)  0.2195
H (1.720, 1.550, 1.392)  0.2024

Computed properties:
**Calculated total energy**: -323.1080 hartree
**Kohn-Sham gap**: 7.954 eV
**Total charge**: -1
**E_LUMO**: 4.1591 eV
**2S+1**: 1
**F_max**: 4.77 eV/Å

Record 2
DFT (ωB97M-V/def2-TZVPD) results for a structure of composition C44H41F8N4OPS3SiV at a distorted geometry.

Each line ends with the Mulliken spin population.
CARTESIAN COORDINATES (ANGSTROEM)
V (8.664, 12.512, 15.348)  1.2298
C (14.517, 9.862, 9.855)  -0.0001
Si (13.560, 8.944, 11.283)  0.0001
C (13.473, 7.099, 10.879)  0.0000
C (14.796, 9.334, 12.668)  0.0000
C (11.746, 9.601, 11.263)  0.0004
C (11.087, 10.278, 10.298)  0.0003
C (9.704, 10.691, 10.386)  -0.0006
C (9.005, 10.286, 11.416)  0.0003
N (9.588, 9.567, 12.394)  0.0006
C (10.851, 9.133, 12.331)  0.0000
S (11.275, 7.948, 13.431)  0.0000
H (15.521, 10.117, 10.237)  0.0000
H (14.093, 10.732, 9.354)  0.0000
H (14.734, 9.091, 9.073)  0.0000
H (13.710, 6.400, 11.686)  0.0000
H (14.249, 6.894, 10.122)  0.0000
H (12.510, 6.785, 10.445)  0.0000
H (15.133, 10.393, 12.694)  0.0000
H (15.637, 8.806, 12.239)  -0.0001
H (14.516, 9.046, 13.730)  0.0000
H (11.547, 10.565, 9.343)  0.0000
H (9.331, 11.182, 9.462)  0.0002
H (7.940, 10.531, 11.587)  -0.0001
F (7.694, 19.391, 15.008)  -0.0001
C (7.962, 18.211, 15.464)  -0.0029
C (6.992, 17.219, 15.303)  0.0010
F (5.908, 17.637, 14.610)  0.0000
C (7.316, 15.940, 15.768)  -0.0111
F (6.428, 14.963, 15.471)  0.0040
C (8.488, 15.656, 16.398)  0.0149
S (8.556, 13.993, 17.109)  -0.0480
C (9.466, 16.681, 16.513)  0.0061
F (10.609, 16.497, 17.114)  0.0005
C (9.150, 17.970, 16.115)  0.0038
F (10.013, 18.986, 16.313)  0.0000
C (8.230, 10.435, 17.475)  0.0092
O (7.510, 11.467, 16.818)  -0.0027
H (9.142, 10.822, 17.897)  -0.0052
H (8.341, 9.657, 16.702)  0.0002
H (7.530, 10.058, 18.312)  0.0003
H (7.157, 12.040, 17.537)  0.0038
C (6.388, 8.301, 15.604)  0.0019
N (7.024, 9.368, 14.822)  -0.0053
C (6.275, 10.361, 14.568)  0.0138
N (4.945, 10.419, 14.744)  -0.0007
S (7.102, 11.778, 13.803)  -0.0384
H (7.116, 7.610, 15.984)  -0.0001
H (5.731, 7.660, 14.959)  0.0000
H (5.761, 8.738, 16.411)  -0.0002
H (9.006, 9.210, 13.106)  0.0012
H (4.466, 9.545, 14.905)  0.0000
H (4.448, 11.145, 14.280)  0.0000
F (9.577, 18.698, 7.955)  0.0001
C (9.485, 17.314, 7.934)  -0.0005
F (10.463, 16.937, 7.117)  0.0001
F (8.311, 17.091, 7.210)  0.0004
C (9.418, 16.664, 9.228)  0.0054
C (9.124, 17.312, 10.453)  -0.0020
C (9.011, 16.620, 11.597)  0.0087
C (9.315, 15.237, 11.681)  -0.0123
C (9.630, 14.587, 10.441)  0.0144
C (9.706, 15.309, 9.256)  -0.0039
C (9.188, 14.530, 12.907)  0.0580
C (9.047, 13.935, 13.950)  -0.1195
H (8.928, 18.434, 10.487)  0.0001
H (8.806, 17.089, 12.536)  -0.0004
H (9.782, 13.562, 10.475)  -0.0040
H (10.075, 14.822, 8.340)  0.0000
N (10.175, 11.652, 15.289)  -0.1356
P (11.685, 11.618, 15.806)  0.0210
C (12.096, 12.591, 17.230)  -0.0076
C (12.236, 14.002, 17.137)  0.0088
C (12.641, 14.741, 18.259)  -0.0010
C (12.898, 14.037, 19.446)  -0.0001
C (12.790, 12.688, 19.527)  -0.0005
C (12.342, 11.939, 18.420)  -0.0008
C (12.125, 9.886, 16.295)  -0.0082
C (11.053, 9.081, 16.637)  -0.0040
C (11.197, 7.761, 17.134)  0.0005
C (12.486, 7.282, 17.312)  0.0002
C (13.570, 8.128, 17.004)  -0.0004
C (13.439, 9.421, 16.502)  0.0016
C (12.750, 12.168, 14.517)  -0.0023
C (14.068, 12.500, 14.791)  0.0024
C (14.910, 12.872, 13.729)  -0.0004
C (14.388, 12.860, 12.444)  -0.0007
C (13.063, 12.550, 12.206)  0.0001
C (12.183, 12.212, 13.229)  -0.0109
H (11.924, 14.486, 16.202)  -0.0032
H (12.660, 15.809, 18.361)  0.0001
H (13.262, 14.551, 20.326)  0.0000
H (13.010, 12.250, 20.487)  -0.0001
H (12.205, 10.882, 18.440)  -0.0003
H (10.059, 9.438, 16.408)  0.0092
H (10.375, 7.161, 17.380)  0.0000
H (12.599, 6.343, 17.748)  0.0001
H (14.589, 7.742, 17.129)  0.0001
H (14.290, 9.999, 16.256)  0.0002
H (14.354, 12.536, 15.834)  -0.0005
H (15.937, 13.164, 13.882)  0.0001
H (15.023, 13.187, 11.588)  0.0002
H (12.711, 12.644, 11.212)  0.0003
H (11.133, 12.060, 12.976)  0.0106

Computed properties:
**Calculated total energy**: -5563.8460 hartree
**Kohn-Sham gap (spin up / spin down)**: 7.165 / 7.379 eV
**E_LUMO (spin up / spin down)**: -0.4058 / -0.1923 eV
**2S+1**: 2
**F_max**: 4.02 eV/Å

Record 3
DFT (ωB97M-V/def2-TZVPD) results for a structure of composition C3H2FLiO2 at a distorted geometry.

Each line ends with the natural charge from an NBO analysis.
CARTESIAN COORDINATES (ANGSTROEM)
F (-1.816, -1.130, -1.051)  -0.3213
O (0.348, -1.104, -0.416)  -0.5493
O (0.663, 1.024, 0.054)  -0.5865
C (-0.705, -0.370, -0.932)  0.5745
C (-0.708, 0.850, -0.282)  -0.0739
C (0.884, -0.263, 0.635)  -0.2340
H (-1.212, 1.748, -0.632)  0.2097
Li (2.783, -0.685, 1.327)  0.9117
H (-0.237, -0.069, 1.296)  0.0691

Computed properties:
**Calculated total energy**: -373.2172 hartree
**Kohn-Sham gap**: 6.946 eV
**E_LUMO**: -1.0212 eV
**2S+1**: 1
**F_max**: 4.24 eV/Å

Record 4
DFT (ωB97M-V/def2-TZVPD) results for a cluster of 2 separate species, C2H4FPS in total at a distorted geometry.

Each line ends with the natural charge from an NBO analysis.
CARTESIAN COORDINATES (ANGSTROEM)
C (-1.728, -0.001, 0.626)  0.0893
C (1.376, 0.426, -0.745)  -0.8005
F (-2.498, 0.943, 0.334)  -0.2941
P (-1.843, -1.631, 0.664)  0.2586
S (0.860, 1.249, 0.749)  0.0659
H (0.798, 0.566, -1.586)  0.2146
H (1.688, -0.727, -0.683)  0.2130
H (2.268, 0.959, -1.055)  0.2394
H (-0.921, -1.784, 1.696)  0.0137

Computed properties:
**Calculated total energy**: -917.8204 hartree
**Kohn-Sham gap (spin up / spin down)**: 8.292 / 7.172 eV
**E_LUMO (spin up / spin down)**: -0.7494 / -1.4890 eV
**2S+1**: 1
**F_max**: 3.64 eV/Å